Entry 1:
Entry from the Open Molecules 2025 dataset: a structure of composition C12H15ClSi (wB97M-V/def2-TZVPD).

Geometry as XYZ:
```
29
Properties=species:S:1:pos:R:3:forces:R:3:mulliken_charge:R:1
C 2.103124 1.558340 -3.419056 0.7 1.3 -3.1 -0.227
C 2.095786 0.265477 -3.042488 -0.4 -1.6 2.3 -0.556
C 1.391506 2.558880 -2.774024 0.0 -1.4 1.6 -0.615
C 1.363584 -0.069684 -1.875666 -0.2 0.2 -1.0 -0.419
C 0.674271 2.246631 -1.648803 0.2 -3.0 -0.3 -0.456
C 0.603974 0.894128 -1.239494 -0.7 -0.1 0.9 0.549
C -2.638313 -1.500462 -0.337013 3.8 -1.3 1.6 -0.151
C 0.599929 0.417935 3.347338 0.9 0.9 -0.2 0.110
C -1.283173 -1.396810 -0.084410 -2.5 -1.1 -1.1 -0.190
C 1.007588 -0.021763 2.184363 -3.4 0.4 -3.4 -0.657
C -3.434473 -2.650212 -0.744969 -2.1 -0.9 0.7 -1.219
C 1.280908 0.267767 4.674325 0.1 -2.2 1.0 -1.070
Si -0.481915 0.232093 0.202516 2.9 0.2 2.8 0.499
Cl -1.817386 1.581290 1.029380 0.0 0.0 -0.5 -0.348
H 2.579240 1.771422 -4.415457 -0.2 0.1 1.3 0.258
H 2.691677 -0.512209 -3.494880 0.0 0.1 -0.4 0.371
H 1.495160 3.565199 -2.944318 0.2 2.2 -1.3 0.419
H 1.271023 -1.094217 -1.547374 0.3 -0.2 0.0 0.264
H 0.084004 2.870994 -1.076331 -0.9 1.9 0.7 0.419
H -3.249302 -0.687294 -0.369199 -1.2 2.8 0.4 0.351
H -0.260038 1.063879 3.291938 -0.4 0.2 0.4 0.202
H -0.753481 -2.364835 -0.197228 0.0 0.8 0.3 0.284
H 1.708949 -0.709052 1.842420 1.7 -0.9 0.2 0.388
H -3.836345 -2.171480 -1.623682 -0.3 -1.1 -1.3 0.268
H -4.390888 -2.972959 -0.207218 1.0 1.4 0.1 0.287
H -3.016597 -3.628330 -0.784260 1.2 -0.4 -1.0 0.388
H 2.381595 0.454878 4.811336 -1.0 -0.3 -0.8 0.299
H 1.037000 -0.804506 5.006305 0.8 1.2 -0.3 0.235
H 0.792592 0.834902 5.435947 -0.4 0.7 0.4 0.315
```
Forces are in eV/Å.

## Properties
Largest force on an atom ... 4.86 eV/Å
Kohn-Sham gap ... 8.9 eV
ΔE to the lowest compared entry with this formula, charge and spin ... 72.13 kcal/mol
HOMO energy ... -8.15 eV


Entry 2:
Entry from the Open Molecules 2025 dataset: a structure of composition C21H15AuNO2S3 (wB97M-V/def2-TZVPD).

Geometry as XYZ:
```
43
Properties=species:S:1:pos:R:3:forces:R:3:mulliken_charge:R:1
Au -0.119520 0.559920 -0.390622 -0.6 0.7 0.3 0.367
S 0.989389 -3.109867 -2.994210 0.0 0.0 0.0 -0.354
C 0.864662 -1.789135 -1.997499 -0.1 0.3 0.2 0.155
S -0.664849 -0.882519 -2.099217 0.4 -0.4 -0.2 -0.306
S 1.982534 -1.155225 -0.871670 0.3 -0.4 -0.4 -0.440
O 0.972408 4.527414 -1.019949 -0.1 0.1 0.0 -0.711
C 0.536262 3.427875 -0.710416 0.0 0.0 0.0 0.412
O 0.612984 2.339351 -1.366160 0.2 -0.1 -0.2 -0.756
C -0.201924 3.331268 0.626022 0.1 0.0 0.1 0.295
C -0.718247 4.461209 1.244523 0.1 0.0 0.0 -0.485
C -1.394741 4.316935 2.439364 0.0 0.0 0.0 -0.182
C -1.511950 3.051734 3.003004 0.0 0.1 0.0 -0.914
C -0.967281 1.976027 2.333435 0.1 0.0 0.0 0.018
N -0.336041 2.117860 1.164400 0.0 0.0 -0.2 -0.233
H -0.565981 5.414876 0.760528 0.0 0.0 0.0 0.462
H -1.829671 5.178130 2.930614 0.0 0.0 0.0 0.410
H -2.025726 2.895062 3.940892 0.0 0.0 0.0 0.421
H -1.044089 0.970120 2.723799 0.0 0.0 0.0 0.311
C -5.418470 -1.672967 3.701849 0.1 0.0 0.1 -0.412
C -4.090342 -2.003825 3.940357 0.0 0.0 0.0 -0.791
C -3.105672 -1.711768 3.010665 0.0 0.1 0.0 -0.025
C -3.423086 -1.074479 1.804716 0.0 0.0 -0.2 0.817
C -4.763193 -0.739692 1.589186 -0.1 -0.1 0.0 -0.656
C -5.749345 -1.035697 2.517421 0.0 0.0 -0.1 -0.573
C -2.463627 -0.635267 0.762576 0.2 0.1 0.2 -0.403
C -1.128746 -0.755439 0.708231 -0.4 -0.6 0.5 -0.479
C -0.333686 -1.704029 1.524120 -0.1 0.1 -0.4 0.743
C 0.736968 -1.302636 2.318132 0.0 0.0 0.1 0.129
C 1.461264 -2.237900 3.039900 0.0 0.0 0.0 -0.786
C 1.144331 -3.586062 2.947512 0.0 -0.1 0.0 -0.464
C 0.097929 -3.998290 2.133866 0.0 0.1 0.0 -0.723
C -0.637260 -3.061449 1.425146 0.1 0.0 0.0 0.205
H -6.181185 -1.908962 4.432991 0.0 0.0 0.0 0.364
H -3.812292 -2.498703 4.862491 0.0 0.0 0.0 0.396
H -2.085085 -1.980937 3.234006 0.0 0.0 0.0 0.337
H -5.028997 -0.234794 0.667888 0.0 0.0 0.0 0.375
H -6.777865 -0.764624 2.312432 0.0 0.0 0.0 0.372
H -2.937787 -0.053239 -0.021333 0.0 0.1 0.1 0.137
H 1.018703 -0.257163 2.356819 0.0 0.0 0.0 0.408
H 2.294088 -1.914886 3.650782 0.0 0.0 0.0 0.395
H 1.729583 -4.317596 3.490496 0.0 0.0 0.0 0.379
H -0.139030 -5.049643 2.034520 0.0 0.0 0.0 0.408
H -1.441865 -3.371098 0.771147 0.0 0.0 0.0 0.378
```
Forces are in eV/Å.

## Properties
Charge ... -1
Largest force on an atom ... 1.03 eV/Å
Kohn-Sham gap ... 6.1 eV
ΔE to the lowest compared entry with this formula, charge and spin ... 0.00 kcal/mol
HOMO energy ... -3.90 eV


Entry 3:
Entry from the Open Molecules 2025 dataset: a structure of composition C21H49N7O11SY (wB97M-V/def2-TZVPD).

Geometry as XYZ:
```
90
Properties=species:S:1:pos:R:3:forces:R:3:mulliken_charge:R:1
Y -0.598749 -0.134510 0.318892 -0.3 0.0 0.6 0.703
S -2.239827 -2.015627 1.921201 -1.6 -0.2 0.5 0.925
O -1.852028 -0.585708 2.145880 0.3 1.7 1.7 -0.637
O -3.686245 -2.150583 1.880286 0.4 0.1 -0.3 -0.750
O -1.620185 -2.075247 0.557047 0.3 -2.0 -2.3 -0.711
O -1.630670 -2.951727 2.843066 0.7 0.2 0.0 -0.749
C 3.138932 0.840376 -0.339092 -0.6 0.1 0.7 -0.377
O 2.015128 0.490022 -0.035278 0.1 -0.3 -0.3 -0.113
N 3.576558 2.108009 -0.226193 0.7 0.1 0.0 0.261
C 4.992906 2.407829 -0.264684 0.4 0.1 -0.9 -1.062
C 2.752403 3.174823 0.284456 -0.6 0.8 0.0 -0.713
H 3.877907 0.109368 -0.694650 0.3 0.2 -0.1 0.286
H 5.474798 2.344846 0.712947 -0.1 0.1 0.0 0.339
H 5.119227 3.403760 -0.693855 0.0 0.1 0.4 0.328
H 5.519054 1.775278 -0.984282 -0.1 -0.3 0.3 0.357
H 1.696642 3.025622 0.066047 0.1 -0.4 0.2 -0.077
H 2.881283 3.384576 1.350776 0.0 -0.5 0.1 0.316
H 3.020608 4.127020 -0.183774 0.2 -0.2 -0.3 0.417
C 0.367063 1.576397 3.154485 -0.9 0.3 -0.4 -0.218
O 0.368772 1.224684 1.979773 0.6 -0.3 -0.1 -0.256
N 1.005259 1.007312 4.156898 0.7 0.2 -0.2 0.305
C 0.944318 1.569806 5.499663 -0.6 -0.3 0.3 -1.026
C 1.954563 -0.070165 3.964477 0.9 -0.6 1.2 -0.841
H -0.248200 2.444276 3.429636 0.1 0.0 0.3 0.317
H 0.745863 2.639724 5.501510 0.1 0.0 -0.2 0.380
H 1.877985 1.367894 6.016990 0.0 0.1 0.0 0.314
H 0.128901 1.104340 6.058062 0.1 -0.1 0.1 0.350
H 2.902442 0.220952 4.433737 0.0 0.3 -0.2 0.502
H 1.672102 -0.936162 4.570153 -0.4 -0.1 -0.3 0.396
H 2.192896 -0.387556 2.956185 -0.7 0.4 -0.3 -0.059
C 1.026219 -1.824564 -2.407673 -0.7 -0.8 0.7 -0.593
O 0.342703 -1.166988 -1.639501 -0.3 0.6 -0.1 -0.058
N 1.171104 -3.140239 -2.281042 1.2 -0.2 -0.9 0.561
C 0.446244 -3.936094 -1.326224 -0.4 -0.7 0.5 -1.059
C 2.100967 -3.799543 -3.218581 -1.2 -0.4 -0.2 -1.265
H 1.512757 -1.397310 -3.289909 0.3 0.1 0.0 0.416
H 1.103307 -4.668164 -0.849196 0.2 0.2 0.1 0.484
H -0.315705 -4.550640 -1.817838 -0.1 0.2 -0.1 0.359
H -0.033686 -3.327907 -0.559507 0.0 0.1 -0.1 0.192
H 2.138409 -4.868483 -3.018022 0.2 0.1 0.4 0.405
H 1.645289 -3.762640 -4.210874 0.5 0.3 -0.2 0.419
H 3.094692 -3.367265 -3.177786 0.1 0.0 -0.1 0.364
C -3.186397 -0.161643 -2.252136 -1.0 -0.7 -0.6 -0.068
O -2.478374 -0.077125 -1.265483 0.4 0.4 0.0 -0.387
N -3.316278 -1.242653 -3.032841 0.6 -0.4 0.1 0.238
C -4.105221 -1.262082 -4.253399 0.1 -0.1 0.3 -0.967
C -2.492104 -2.409286 -2.780017 0.7 -0.3 -0.2 -0.719
H -3.911737 0.595715 -2.592254 0.3 0.5 0.3 0.288
H -4.934897 -1.954189 -4.111662 -0.2 0.1 -0.2 0.330
H -3.496028 -1.626974 -5.081255 0.1 0.0 0.0 0.317
H -4.449478 -0.260228 -4.500212 -0.2 0.0 0.1 0.348
H -1.622568 -2.389214 -3.448105 0.0 0.1 0.0 0.365
H -2.127116 -2.422342 -1.756136 -0.2 0.1 0.1 -0.026
H -2.981830 -3.360663 -2.990030 -0.5 0.3 0.1 0.425
C 1.382586 -2.704544 1.855715 -0.3 -0.3 0.2 -0.522
O 0.958752 -1.753769 1.223276 0.2 0.7 -0.4 0.779
N 2.508989 -3.365582 1.558265 -0.2 0.1 0.7 0.346
C 2.886752 -4.496502 2.403421 0.3 0.1 -0.3 -0.980
C 3.328281 -2.981799 0.441467 0.3 0.1 -0.6 -0.715
H 0.830176 -3.105795 2.711851 -0.1 0.0 0.1 0.540
H 3.968481 -4.598074 2.323519 0.0 -0.2 0.2 0.348
H 2.401485 -5.423980 2.095660 0.1 0.0 -0.1 0.310
H 2.621377 -4.304504 3.440228 0.0 0.1 0.0 0.357
H 4.379157 -2.852270 0.709492 0.0 -0.3 0.2 0.456
H 3.244520 -3.729537 -0.351602 0.2 0.0 0.0 0.350
H 3.014288 -2.022429 0.031850 -0.4 -0.1 0.2 -0.163
C 0.396669 2.128699 -2.195565 0.7 0.7 0.4 -0.424
O -0.076238 1.501239 -1.268286 -0.7 0.2 -0.2 0.228
N 0.007565 3.350285 -2.567107 0.7 0.0 -0.4 0.282
C 0.777833 4.119499 -3.537429 -0.9 0.5 -0.4 -0.956
C -1.145944 4.000576 -1.987226 -0.5 -0.4 0.1 -0.797
H 1.295574 1.796529 -2.734493 -0.1 -0.2 -0.1 0.236
H 0.063029 4.411826 -4.310679 0.2 0.2 -0.2 0.359
H 1.605558 3.616155 -4.030351 -0.1 -0.5 0.3 0.319
H 1.170079 5.040331 -3.103741 0.0 0.0 0.2 0.315
H -1.888528 4.238490 -2.753022 0.2 0.1 -0.1 0.355
H -1.617318 3.290053 -1.308087 0.1 0.2 0.2 -0.020
H -0.874368 4.921497 -1.472055 0.1 0.0 0.1 0.323
C -2.910211 2.561420 1.327519 -0.2 -0.6 0.3 -0.193
O -2.065048 1.833735 0.815307 0.3 0.6 -0.3 0.144
N -4.198522 2.268999 1.416770 -0.6 0.4 -0.3 0.196
C -4.766031 1.004405 0.968151 -0.2 -0.5 0.9 -0.527
C -5.137860 3.129531 2.129803 0.3 -0.5 0.7 -0.919
H -2.694793 3.512543 1.841663 0.4 0.0 -0.3 0.259
H -5.561668 1.137169 0.234795 0.3 0.2 -0.3 0.312
H -5.246088 0.545294 1.838221 0.0 -0.1 0.0 0.379
H -3.998608 0.298815 0.672001 0.0 0.2 -0.2 -0.227
H -5.304627 2.692578 3.119935 -0.4 -0.2 -0.1 0.373
H -4.766142 4.124757 2.368131 0.2 0.1 -0.6 0.306
H -6.069156 3.155277 1.571954 -0.1 0.3 0.1 0.299
```
Forces are in eV/Å.

## Properties
Charge ... +1
Largest force on an atom ... 3.05 eV/Å
Kohn-Sham gap ... 7.8 eV
ΔE to the lowest compared entry with this formula, charge and spin ... 22.04 kcal/mol
HOMO energy ... -9.77 eV


| no. | lowest unoccupied orbital energy (Ha) |
| --- | --- |
| 1 | 0.0273 |
| 2 | 0.0816 |
| 3 | -0.0711 |